A) The following is a DFT calculation (the ωB97M-V functional and the def2-TZVPD basis) of 3 unconnected molecules or ions with the total composition C2H9NO4.

Properties
**Orbital gap**: 10.512 eV
**Multiplicity**: 1
**Total charge**: 0
**HOMO level**: -10.01 eV

Element x y z (Å)
C: 0.815 -1.525 -0.757
N: 1.686 -1.376 0.401
C: 2.910 -0.791 0.339
O: 3.202 -0.405 -0.945
O: 3.671 -0.658 1.254
H: 1.285 -1.885 -1.662
H: 0.355 -0.572 -1.063
H: -0.005 -2.202 -0.547
H: 1.111 -1.289 1.223
H: 4.035 -0.805 -1.213
H: -5.278 1.533 4.263
H: -6.317 1.161 3.242
O: -5.508 1.678 3.339
H: -3.788 1.435 -2.935
H: -4.563 2.693 -2.848
O: -4.131 2.133 -3.505

Population analysis type natural (NBO), resulting atomic charges in e:
1. C -0.415
2. N -0.632
3. C 0.874
4. O -0.726
5. O -0.606
6. H 0.216
7. H 0.187
8. H 0.201
9. H 0.402
10. H 0.498
11. H 0.467
12. H 0.466
13. O -0.933
14. H 0.463
15. H 0.465
16. O -0.928

B) The following is a DFT calculation (the ωB97M-V functional and the def2-TZVPD basis) of 3 unconnected molecules or ions with the total composition C2H9NO4.

Properties
**Orbital gap**: 10.716 eV
**Multiplicity**: 1
**Total charge**: 0
**HOMO level**: -10.18 eV

Element x y z (Å)
O: -1.400 0.604 0.016
C: -1.116 -0.541 0.447
N: 0.132 -1.041 0.829
C: 1.251 -0.130 1.400
O: 1.155 1.061 0.666
H: -1.890 -1.247 0.736
H: 0.155 -2.056 0.884
H: 1.106 0.005 2.404
H: 2.138 -0.822 1.157
H: 0.249 1.217 0.406
H: -2.663 -2.716 -2.088
H: -3.662 -2.088 -1.043
O: -3.394 -2.949 -1.433
H: 2.172 3.964 -1.946
H: 2.869 3.419 -0.733
O: 2.898 3.320 -1.703

Population analysis type natural (NBO), resulting atomic charges in e:
1. O -0.624
2. C 0.519
3. N -0.664
4. C 0.140
5. O -0.734
6. H 0.125
7. H 0.401
8. H 0.157
9. H 0.174
10. H 0.504
11. H 0.474
12. H 0.472
13. O -0.945
14. H 0.463
15. H 0.469
16. O -0.932

C) The following is a DFT calculation (the ωB97M-V functional and the def2-TZVPD basis) of 3 unconnected molecules or ions with the total composition C2H9NO4.

Properties
**Orbital gap**: 10.672 eV
**Multiplicity**: 1
**Total charge**: 0
**HOMO level**: -10.15 eV

Element x y z (Å)
C: 0.007 0.458 -2.439
N: -0.317 -0.316 -1.259
C: -1.007 0.121 -0.167
O: -1.485 1.382 -0.339
O: -1.234 -0.561 0.799
H: -0.876 0.571 -3.090
H: 0.733 -0.150 -3.027
H: 0.366 1.456 -2.138
H: 0.259 -1.116 -1.047
H: -1.965 1.543 -1.157
H: 0.022 -3.323 2.098
H: -0.040 -1.945 1.412
O: 0.368 -2.825 1.359
H: 1.497 0.822 2.884
H: 1.886 2.182 3.471
O: 1.786 1.703 2.638

Population analysis type natural (NBO), resulting atomic charges in e:
1. C -0.424
2. N -0.639
3. C 0.900
4. O -0.716
5. O -0.639
6. H 0.188
7. H 0.223
8. H 0.212
9. H 0.412
10. H 0.496
11. H 0.466
12. H 0.492
13. O -0.972
14. H 0.472
15. H 0.468
16. O -0.940

D) The following is a DFT calculation (the ωB97M-V functional and the def2-TZVPD basis) of 3 unconnected molecules or ions with the total composition C2H9NO4.

Properties
**Orbital gap**: 10.519 eV
**Multiplicity**: 1
**Total charge**: 0
**HOMO level**: -10.18 eV

Element x y z (Å)
O: 0.839 2.257 -0.316
C: -0.142 1.503 -0.641
N: -0.240 0.180 -0.612
C: 0.883 -0.750 -0.441
O: 1.203 -1.391 0.739
H: -0.881 1.932 -1.325
H: -1.212 -0.154 -0.618
H: 1.726 -0.198 -0.915
H: 0.708 -1.679 -1.155
H: 1.370 -0.680 1.391
H: -3.448 -1.626 -0.019
H: -2.530 -2.238 -0.923
O: -2.833 -1.350 -0.660
H: 0.933 1.607 1.325
H: 2.284 1.355 2.046
O: 1.338 1.232 2.124

Population analysis type natural (NBO), resulting atomic charges in e:
1. O -0.659
2. C 0.516
3. N -0.637
4. C 0.084
5. O -0.715
6. H 0.134
7. H 0.437
8. H 0.173
9. H 0.168
10. H 0.499
11. H 0.475
12. H 0.475
13. O -0.937
14. H 0.492
15. H 0.473
16. O -0.979

Q: What are the energies relative to the best structure? A: A) 0.238; B) 1.512; C) 0.000; D) 0.801, in eV.

A) The following is a DFT calculation (the ωB97M-V functional and the def2-TZVPD basis) of 3 unconnected molecules or ions with the total composition C2H9NO4.

Properties
**Orbital gap**: 10.447 eV
**Multiplicity**: 1
**Total charge**: 0
**HOMO level**: -9.83 eV

Element x y z (Å)
O: -0.867 0.509 0.021
C: -0.712 -0.683 -0.053
O: -1.724 -1.558 -0.018
C: 0.635 -1.362 -0.143
N: 1.689 -0.516 0.391
H: -2.595 -1.137 -0.105
H: 0.574 -2.332 0.345
H: 0.733 -1.550 -1.221
H: 1.251 0.334 0.722
H: 2.186 -1.002 1.123
H: 3.221 1.456 0.846
H: 2.589 2.842 1.085
O: 3.036 2.301 0.427
H: -3.578 1.635 -1.128
H: -2.763 0.387 -1.210
O: -3.675 0.675 -1.081

Population analysis type natural (NBO), resulting atomic charges in e:
1. O -0.614
2. C 0.787
3. O -0.685
4. C -0.327
5. N -0.841
6. H 0.509
7. H 0.214
8. H 0.212
9. H 0.384
10. H 0.362
11. H 0.470
12. H 0.466
13. O -0.934
14. H 0.479
15. H 0.464
16. O -0.945

B) The following is a DFT calculation (the ωB97M-V functional and the def2-TZVPD basis) of 3 unconnected molecules or ions with the total composition C2H9NO4.

Properties
**Orbital gap**: 9.371 eV
**Multiplicity**: 1
**Total charge**: 0
**HOMO level**: -9.00 eV

Element x y z (Å)
O: 0.258 0.139 0.560
C: -0.273 -0.805 0.034
O: -1.573 -0.843 -0.283
C: 0.439 -2.090 -0.283
N: 1.862 -1.906 -0.298
H: -1.959 -0.006 0.054
H: 0.137 -2.773 0.524
H: 0.045 -2.508 -1.213
H: 2.120 -0.951 -0.086
H: 2.366 -2.292 -1.073
H: 2.339 3.532 -0.419
H: 1.236 2.510 -0.184
O: 2.191 2.629 -0.122
H: -3.451 1.405 0.836
H: -2.135 2.085 1.256
O: -2.610 1.737 0.494

Population analysis type natural (NBO), resulting atomic charges in e:
1. O -0.626
2. C 0.791
3. O -0.694
4. C -0.326
5. N -0.856
6. H 0.511
7. H 0.204
8. H 0.210
9. H 0.392
10. H 0.370
11. H 0.462
12. H 0.475
13. O -0.937
14. H 0.479
15. H 0.489
16. O -0.943

Q: What are the energies relative to the best structure? A: A) 0.310; B) 0.000, in eV.

A) The following is a DFT calculation (the ωB97M-V functional and the def2-TZVPD basis) of 3 unconnected molecules or ions with the total composition C2H9NO4.

Properties
**Orbital gap**: 9.733 eV
**Multiplicity**: 1
**Total charge**: 0
**HOMO level**: -9.43 eV

Element x y z (Å)
O: 2.705 -0.270 -0.731
C: 1.806 -0.112 0.093
O: 0.679 0.612 -0.245
C: 1.836 -1.056 1.252
N: 3.014 -1.891 1.139
H: 1.002 1.515 -0.387
H: 0.940 -1.683 1.026
H: 1.685 -0.552 2.239
H: 3.317 -2.015 0.187
H: 3.025 -2.750 1.573
H: -6.631 0.837 2.274
H: -6.566 -0.414 3.354
O: -6.429 0.607 3.221
H: -1.436 1.117 -3.860
H: -1.463 2.488 -3.911
O: -1.557 1.764 -4.561

Population analysis type natural (NBO), resulting atomic charges in e:
1. O -0.569
2. C 0.765
3. O -0.704
4. C -0.331
5. N -0.841
6. H 0.497
7. H 0.207
8. H 0.223
9. H 0.389
10. H 0.362
11. H 0.476
12. H 0.478
13. O -0.954
14. H 0.459
15. H 0.456
16. O -0.915

B) The following is a DFT calculation (the ωB97M-V functional and the def2-TZVPD basis) of 3 unconnected molecules or ions with the total composition C2H9NO4.

Properties
**Orbital gap**: 10.223 eV
**Multiplicity**: 1
**Total charge**: 0
**HOMO level**: -9.90 eV

Element x y z (Å)
C: -0.242 1.696 -1.019
N: -0.530 0.230 -0.512
C: -0.546 -0.511 0.678
O: 0.428 0.023 1.485
O: -1.538 -1.287 0.884
H: -0.850 2.513 -0.595
H: -0.363 1.890 -2.098
H: 0.836 1.948 -0.833
H: -1.082 -0.287 -1.194
H: 1.035 0.535 0.920
H: -0.891 -2.912 -3.900
H: 0.301 -3.359 -3.196
O: -0.032 -2.616 -3.705
H: 1.136 0.460 3.606
H: 0.821 1.165 4.940
O: 1.516 0.509 4.539

Population analysis type natural (NBO), resulting atomic charges in e:
1. C -0.422
2. N -0.698
3. C 0.890
4. O -0.699
5. O -0.603
6. H 0.208
7. H 0.233
8. H 0.191
9. H 0.403
10. H 0.499
11. H 0.462
12. H 0.467
13. O -0.929
14. H 0.479
15. H 0.463
16. O -0.943

Q: What are the energies relative to the best structure? A: A) 0.000; B) 0.142, in eV.

A) The following is a DFT calculation (the ωB97M-V functional and the def2-TZVPD basis) of 3 unconnected molecules or ions with the total composition C2H9NO4.

Properties
**Orbital gap**: 10.547 eV
**Multiplicity**: 1
**Total charge**: 0
**HOMO level**: -9.89 eV

Element x y z (Å)
O: -1.466 -0.663 -0.917
C: -1.270 0.573 -1.144
N: -0.254 1.314 -0.545
C: 0.021 1.026 0.889
O: 0.736 -0.202 1.071
H: -2.011 1.152 -1.651
H: 0.131 2.180 -1.018
H: -0.882 1.135 1.398
H: 0.682 1.841 1.290
H: 0.236 -1.038 0.889
H: 3.186 0.073 -1.341
H: 3.074 0.751 -0.043
O: 2.569 0.609 -0.852
H: -1.190 -1.635 0.601
H: -0.658 -3.028 0.766
O: -1.001 -2.271 1.255

Population analysis type natural (NBO), resulting atomic charges in e:
1. O -0.652
2. C 0.541
3. N -0.654
4. C 0.099
5. O -0.741
6. H 0.132
7. H 0.418
8. H 0.163
9. H 0.180
10. H 0.495
11. H 0.464
12. H 0.468
13. O -0.929
14. H 0.483
15. H 0.472
16. O -0.938

B) The following is a DFT calculation (the ωB97M-V functional and the def2-TZVPD basis) of 3 unconnected molecules or ions with the total composition C2H9NO4.

Properties
**Orbital gap**: 10.622 eV
**Multiplicity**: 1
**Total charge**: 0
**HOMO level**: -10.13 eV

Element x y z (Å)
O: -2.461 0.471 0.264
C: -1.509 -0.141 0.791
O: -0.509 -0.660 0.055
C: -1.467 -0.451 2.374
N: -2.122 0.568 3.288
H: -1.028 -0.925 -0.725
H: -0.562 -0.919 2.556
H: -2.368 -1.134 2.428
H: -1.810 0.444 4.251
H: -1.698 1.514 3.127
H: 4.058 -2.275 -5.688
H: 5.146 -2.544 -4.633
O: 4.587 -1.878 -5.023
H: 0.971 2.828 -1.692
H: 0.557 2.291 -0.300
O: 0.215 2.811 -1.074

Population analysis type natural (NBO), resulting atomic charges in e:
1. O -0.583
2. C 0.761
3. O -0.682
4. C -0.339
5. N -0.810
6. H 0.504
7. H 0.198
8. H 0.238
9. H 0.359
10. H 0.353
11. H 0.469
12. H 0.471
13. O -0.940
14. H 0.468
15. H 0.467
16. O -0.935

C) The following is a DFT calculation (the ωB97M-V functional and the def2-TZVPD basis) of 3 unconnected molecules or ions with the total composition C2H9NO4.

Properties
**Orbital gap**: 10.454 eV
**Multiplicity**: 1
**Total charge**: 0
**HOMO level**: -9.80 eV

Element x y z (Å)
C: 1.963 -1.078 0.054
N: 1.791 -1.215 1.486
C: 2.791 -0.858 2.345
O: 3.714 -0.052 1.777
O: 2.799 -1.161 3.518
H: 2.995 -1.249 -0.226
H: 1.666 -0.158 -0.459
H: 1.409 -1.896 -0.420
H: 0.920 -1.484 1.877
H: 4.526 -0.164 2.257
H: -6.839 -0.012 0.869
H: -6.924 0.360 -0.662
O: -6.364 0.102 0.048
H: -0.981 2.382 -4.116
H: -2.203 3.179 -4.272
O: -1.263 3.303 -4.076

Population analysis type natural (NBO), resulting atomic charges in e:
1. C -0.415
2. N -0.635
3. C 0.872
4. O -0.698
5. O -0.640
6. H 0.215
7. H 0.193
8. H 0.199
9. H 0.410
10. H 0.499
11. H 0.476
12. H 0.473
13. O -0.949
14. H 0.462
15. H 0.463
16. O -0.926

Q: What are the energies relative to the best structure? A: A) 1.280; B) 1.377; C) 0.000, in eV.

A) The following is a DFT calculation (the ωB97M-V functional and the def2-TZVPD basis) of a gas-phase ion, C8H11N5 (charge +2).

Properties
**Orbital gap**: 8.197 eV
**Multiplicity**: 1
**Total charge**: +2
**HOMO level**: -15.94 eV

Element x y z (Å)
C: 2.092 -2.023 -0.294
C: 3.121 -1.306 0.477
C: 0.769 -1.599 -0.201
C: 2.805 0.012 0.900
C: 0.507 -0.222 0.275
C: 1.469 0.471 0.806
C: -1.769 0.129 -0.414
C: -4.219 0.703 -0.855
N: -3.129 0.723 -0.165
N: -0.806 0.392 0.362
N: 1.060 1.778 1.348
N: -1.726 -0.470 -1.610
N: -5.223 0.430 -1.402
H: 2.275 -3.090 -0.600
H: 4.143 -1.548 0.559
H: 0.083 -2.216 -0.765
H: 3.568 0.546 1.379
H: -3.224 1.200 0.816
H: -0.116 1.602 1.151
H: 1.453 2.496 0.692
H: -2.520 -0.927 -2.078
H: -0.914 -1.031 -1.734
H: -5.688 0.707 -2.201
H: 1.260 1.792 2.406

Population analysis type natural (NBO), resulting atomic charges in e:
1. C -0.147
2. C -0.126
3. C -0.237
4. C -0.202
5. C 0.092
6. C 0.077
7. C 0.672
8. C 0.767
9. N -0.623
10. N -0.560
11. N -0.755
12. N -0.778
13. N -0.405
14. H 0.262
15. H 0.252
16. H 0.223
17. H 0.246
18. H 0.500
19. H 0.475
20. H 0.464
21. H 0.428
22. H 0.428
23. H 0.473
24. H 0.472

B) The following is a DFT calculation (the ωB97M-V functional and the def2-TZVPD basis) of a gas-phase ion, C8H11N5 (charge +2).

Properties
**Orbital gap**: 8.783 eV
**Multiplicity**: 1
**Total charge**: +2
**HOMO level**: -15.96 eV

Element x y z (Å)
C: 0.652 0.010 -2.758
C: 1.688 0.888 -2.541
C: -0.171 -0.349 -1.715
C: 1.960 1.371 -1.282
C: 0.120 0.107 -0.373
C: 1.244 0.932 -0.136
C: -1.908 -0.461 0.870
C: -0.976 -2.070 1.968
N: -0.615 -0.419 0.727
N: -2.076 -1.441 1.902
N: 1.768 1.423 1.143
N: -2.931 0.210 0.365
N: -0.257 -2.910 2.316
H: 0.504 -0.440 -3.678
H: 2.404 1.296 -3.234
H: -1.027 -0.933 -1.833
H: 2.718 2.102 -1.151
H: -2.987 -1.820 2.277
H: 1.573 2.334 1.570
H: 2.773 1.581 0.902
H: -2.858 0.986 -0.348
H: -3.842 -0.062 0.724
H: 1.498 0.858 1.919
H: 0.744 -3.195 2.369

Population analysis type natural (NBO), resulting atomic charges in e:
1. C -0.126
2. C -0.174
3. C -0.203
4. C -0.190
5. C 0.131
6. C 0.049
7. C 0.658
8. C 0.778
9. N -0.594
10. N -0.633
11. N -0.686
12. N -0.758
13. N -0.484
14. H 0.249
15. H 0.261
16. H 0.231
17. H 0.225
18. H 0.481
19. H 0.454
20. H 0.473
21. H 0.470
22. H 0.437
23. H 0.455
24. H 0.495

Q: What are the energies relative to the best structure? A: A) 0.485; B) 0.000, in eV.

A) The following is a DFT calculation (the ωB97M-V functional and the def2-TZVPD basis) of 2 unconnected molecules or ions with the total composition C2H7S3.

Properties
**Orbital gap**: 6.242 eV
**Multiplicity**: 1
**Total charge**: -1
**HOMO level**: -2.95 eV

Element x y z (Å)
S: 1.272 -1.941 1.315
S: 2.341 -1.131 -0.313
H: 0.460 -0.725 1.520
H: 2.979 -0.162 0.405
C: -1.232 -0.070 -0.935
C: -0.551 0.993 -0.032
S: -0.566 0.800 1.779
H: -2.260 -0.058 -0.615
H: -0.801 -1.042 -0.717
H: -1.112 0.239 -1.951
H: -1.060 1.968 -0.158
H: 0.531 1.130 -0.298

Population analysis type natural (NBO), resulting atomic charges in e:
1. S -0.352
2. S -0.222
3. H 0.168
4. H 0.122
5. C -0.630
6. C -0.518
7. S -0.530
8. H 0.195
9. H 0.212
10. H 0.185
11. H 0.181
12. H 0.188

B) The following is a DFT calculation (the ωB97M-V functional and the def2-TZVPD basis) of 2 unconnected molecules or ions with the total composition C2H7S3.

Properties
**Orbital gap**: 5.185 eV
**Multiplicity**: 1
**Total charge**: -1
**HOMO level**: -2.03 eV

Element x y z (Å)
C: 0.418 1.566 -1.468
S: 2.025 2.330 -1.661
H: 0.351 0.900 -0.620
H: -0.197 2.491 -1.323
H: 0.064 1.045 -2.348
C: -0.331 -2.913 0.977
S: -1.469 -1.624 0.586
S: -0.711 -0.053 1.495
H: 0.578 -2.881 0.287
H: -0.646 -3.902 1.113
H: 0.162 -2.795 1.968
H: 1.637 2.769 -2.849

Population analysis type natural (NBO), resulting atomic charges in e:
1. C -0.746
2. S -0.066
3. H 0.282
4. H 0.202
5. H 0.201
6. C -0.803
7. S -0.010
8. S -0.749
9. H 0.183
10. H 0.197
11. H 0.214
12. H 0.094

Q: What are the energies relative to the best structure? A: A) 0.000; B) 0.392, in eV.